# 1
Formula: C22H35N4O7S
Source: OMol25
Level of theory: the ωB97M-V functional and the def2-TZVPD basis

XYZ file:
```
69
Properties=species:S:1:pos:R:3
C -5.046 1.115 -3.051
O -4.867 -0.026 -3.964
C -3.561 0.022 -4.640
C -2.433 -0.666 -3.622
C -0.943 -0.813 -4.335
C 0.296 -0.298 -3.341
C 1.053 -1.566 -2.577
C 2.299 -1.066 -1.618
C 1.879 -1.204 -0.037
C 2.860 -2.236 0.808
C 2.227 -2.543 2.302
N 1.331 -1.378 2.787
N 0.022 -1.677 2.714
C -0.752 -0.535 3.190
C -2.404 -0.819 3.201
C -2.857 -1.573 1.779
C -2.883 -0.544 0.490
O -1.655 -0.765 -0.341
C -0.315 0.912 3.693
O -1.309 1.909 4.117
C 1.293 1.154 3.728
C 2.008 2.543 4.205
C 1.387 3.847 3.370
C 2.469 5.117 3.486
N 2.853 5.977 2.269
O 2.969 5.388 4.697
C 2.035 -0.185 3.234
N 3.565 -0.174 3.241
C 3.903 -0.354 4.567
S 4.634 -0.526 6.125
H -6.147 1.530 -3.110
H -4.324 2.031 -3.289
H -4.842 0.808 -1.937
H -3.634 -0.644 -5.615
H -3.178 1.100 -4.897
H -2.828 -1.720 -3.247
H -2.304 0.098 -2.721
H -0.923 -0.168 -5.334
H -0.708 -1.952 -4.553
H -0.146 0.490 -2.597
H 1.088 0.230 -4.054
H 0.200 -2.082 -1.919
H 1.449 -2.379 -3.342
H 3.331 -1.607 -1.868
H 2.473 0.084 -1.881
H 1.893 -0.104 0.413
H 0.779 -1.598 0.130
H 3.891 -1.679 1.005
H 3.012 -3.281 0.256
H 3.072 -2.789 3.103
H 1.603 -3.555 2.205
H -2.688 -1.603 4.054
H -3.035 0.164 3.242
H -2.185 -2.501 1.526
H -3.982 -1.934 1.924
H -2.997 0.585 0.816
H -3.787 -0.822 -0.238
H -1.441 -1.745 -0.388
H -1.621 2.478 3.339
H 3.157 2.494 3.889
H 2.003 2.712 5.376
H 1.330 3.608 2.201
H 0.325 4.163 3.784
H 1.972 6.455 1.932
H 3.113 5.301 1.508
C 1.540 -2.817 -6.581
O 2.372 -3.195 -7.391
O 0.745 -1.887 -6.758
O 1.364 -3.306 -5.459
```

Values from the calculation:
HOMO energy in eV: -2.22
Electronic energy in eV: -54490.35286
Orbital gap in eV: 1.4
M in g mol⁻¹: 499.61
Net charge: -1



# 2
Formula: C23H17Br5N4O2Pd
Source: OMol25
Level of theory: the ωB97M-V functional and the def2-TZVPD basis

XYZ file:
```
52
Properties=species:S:1:pos:R:3
Pd 0.149 -0.918 -1.229
Br 4.252 4.433 -0.300
C 3.560 2.698 -0.273
C 4.488 1.555 -0.461
Br 6.296 1.905 -0.582
C 4.052 0.266 -0.548
Br 5.165 -1.206 -0.840
C 2.653 0.010 -0.490
O 2.151 -1.071 -0.844
C 1.664 1.095 -0.031
O 0.525 0.984 -0.752
C 2.251 2.487 -0.081
Br 1.014 3.847 0.217
Br -5.003 4.073 0.231
C -4.032 2.568 -0.333
C -2.942 2.733 -1.180
C -2.208 1.630 -1.579
C -2.586 0.367 -1.141
C -3.679 0.199 -0.297
C -4.407 1.306 0.109
N -1.818 -0.771 -1.535
C -2.372 -1.837 -1.975
C -1.512 -2.994 -2.213
C -1.944 -4.198 -2.723
C -1.012 -5.220 -2.893
C 0.306 -4.996 -2.545
C 0.673 -3.755 -2.035
N -0.218 -2.784 -1.875
H -2.673 3.720 -1.528
H -1.355 1.748 -2.233
H -3.948 -0.787 0.064
H -5.257 1.190 0.765
H -3.442 -1.881 -2.158
H -2.984 -4.337 -2.984
H -1.319 -6.176 -3.294
H 1.056 -5.764 -2.664
H 1.693 -3.529 -1.751
C -1.512 1.254 3.662
C -0.176 1.037 3.046
C 1.071 0.815 3.620
C 1.990 0.705 2.586
N 1.304 0.819 1.427
N 0.004 1.036 1.726
C 3.460 0.500 2.679
H -1.445 1.146 4.741
H -2.237 0.533 3.284
H -1.877 2.257 3.438
H 1.289 0.741 4.671
H -0.623 1.219 0.947
H 4.001 1.389 2.352
H 3.793 -0.352 2.085
H 3.722 0.311 3.717
```

Values from the calculation:
HOMO energy in eV: -14.00
Energy relative to the best compared isomer or geometry (same formula, charge and spin) in kcal/mol: 0.0
Electronic energy in eV: -387859.76885
Orbital gap in eV: 6.7
M in g mol⁻¹: 887.36
Net charge: +2



# 3
Formula: H20O10
Source: OMol25
Level of theory: the ωB97M-V functional and the def2-TZVPD basis

XYZ file:
```
30
Properties=species:S:1:pos:R:3
O 0.310 0.740 3.609
H 0.302 0.654 2.656
H 0.753 -0.050 3.918
O 2.856 1.195 -2.224
H 3.266 1.141 -3.087
H 2.873 0.296 -1.894
O 0.315 0.296 0.877
H -0.235 0.590 0.151
H 1.146 0.055 0.467
O -0.867 -1.286 -1.275
H -1.792 -1.193 -1.049
H -0.773 -0.815 -2.103
O -2.454 2.585 2.330
H -2.210 2.322 1.442
H -2.257 1.820 2.870
O -0.100 1.564 -1.866
H 0.680 1.009 -1.869
H 0.143 2.320 -2.400
O -2.242 2.238 -0.551
H -1.507 2.044 -1.132
H -2.771 1.440 -0.558
O 0.330 -3.479 -0.522
H 0.608 -3.715 -1.407
H 0.189 -2.533 -0.559
O 2.532 -1.178 -0.654
H 2.736 -1.202 0.281
H 2.787 -2.042 -0.978
O -1.863 -1.502 1.650
H -1.800 -1.934 2.502
H -0.955 -1.381 1.374
```

Values from the calculation:
HOMO energy (alpha / beta) in eV: -13.68 / -13.67
Spin multiplicity: 2
Energy relative to the best compared isomer or geometry (same formula, charge and spin) in kcal/mol: 16.1
Electronic energy in eV: -20789.37371
Orbital gap (alpha / beta) in eV: 10.5 / 2.7
M in g mol⁻¹: 180.15
<S²>: 0.757
Net charge: +1



# 4
Formula: C11H21N3O5
Source: OMol25
Level of theory: the ωB97M-V functional and the def2-TZVPD basis

XYZ file:
```
40
Properties=species:S:1:pos:R:3
N -3.819 -1.968 -0.918
C -3.920 -1.370 0.393
C -3.528 0.093 0.316
C -2.058 0.218 -0.123
C -1.540 1.668 0.140
C -0.161 1.931 -0.430
N 0.745 1.266 0.511
C 1.977 0.878 0.101
O 2.545 1.284 -0.907
C 2.741 0.068 1.089
N 1.958 -0.172 2.237
C 3.381 -1.202 0.504
C 2.434 -2.183 -0.090
C 1.650 -1.691 -1.255
O 0.452 -1.431 -1.263
O 2.477 -1.716 -2.362
C 0.126 3.414 -0.689
O -0.757 4.243 -0.699
O 1.400 3.836 -1.017
H -2.805 -2.088 -1.151
H -4.217 -2.904 -0.886
H -4.949 -1.467 0.706
H -3.353 -1.958 1.175
H -4.184 0.544 -0.446
H -3.757 0.606 1.251
H -1.983 0.049 -1.214
H -1.492 -0.509 0.446
H -1.604 1.943 1.197
H -2.236 2.402 -0.364
H -0.065 1.517 -1.431
H 0.347 0.913 1.372
H 3.560 0.793 1.309
H 1.831 0.694 2.732
H 2.368 -0.841 2.821
H 3.939 -1.652 1.337
H 4.095 -0.885 -0.295
H 1.714 -2.505 0.664
H 2.912 -3.121 -0.365
H 1.877 -1.733 -3.107
H 1.898 3.037 -1.289
```

Values from the calculation:
HOMO energy in eV: -9.31
Energy relative to the best compared isomer or geometry (same formula, charge and spin) in kcal/mol: 3.4
Electronic energy in eV: -26456.65164
Orbital gap in eV: 9.7
M in g mol⁻¹: 275.30
SMILES: NCCCC[C@H](NC(=O)[C@@H](N)CCC(=O)O)C(=O)O
Net charge: 0



# 5
Formula: C34H33AsBiN6O5P
Source: OMol25
Level of theory: the ωB97M-V functional and the def2-TZVPD basis

XYZ file:
```
81
Properties=species:S:1:pos:R:3
Bi 10.488 13.058 10.490
O 6.916 13.502 7.243
C 7.974 13.749 8.001
O 8.833 12.919 8.284
C 8.106 15.221 8.370
O 8.802 15.378 9.605
C 7.966 15.273 10.800
C 7.537 13.865 11.085
O 6.416 13.437 10.822
O 8.614 13.192 11.427
H 6.933 12.535 7.038
H 7.090 15.712 8.427
H 8.712 15.757 7.631
H 7.069 15.955 10.659
H 8.507 15.669 11.726
C 13.641 16.403 14.489
N 12.744 16.129 13.376
C 12.065 17.115 12.636
C 11.193 16.429 11.834
N 11.366 15.085 11.960
C 12.318 14.926 12.857
P 12.975 13.355 13.530
C 11.542 12.246 13.517
N 10.585 12.138 12.608
C 9.590 11.427 13.214
C 10.003 10.989 14.439
N 11.262 11.511 14.623
C 12.100 11.314 15.824
C 13.645 12.627 12.011
N 13.053 12.311 10.846
C 14.015 11.911 9.974
C 15.220 11.832 10.678
N 14.976 12.309 11.963
C 16.027 12.391 13.002
H 13.663 17.514 14.569
H 14.660 16.123 14.330
H 13.295 15.985 15.458
H 12.228 18.188 12.823
H 10.432 16.840 11.162
H 8.677 11.109 12.848
H 9.534 10.449 15.200
H 12.086 10.231 16.143
H 11.822 11.945 16.672
H 13.122 11.591 15.580
H 13.778 11.659 8.976
H 16.147 11.411 10.382
H 16.872 12.914 12.625
H 16.417 11.421 13.309
H 15.746 12.995 13.883
C 14.183 9.608 7.009
C 13.951 8.736 8.064
C 12.728 8.761 8.755
C 11.828 9.795 8.582
C 12.073 10.650 7.519
C 13.182 10.524 6.688
As 10.284 10.158 9.766
C 8.747 9.219 9.005
C 7.944 9.505 7.911
C 6.767 8.818 7.687
C 6.348 7.765 8.534
C 7.111 7.487 9.624
C 8.266 8.200 9.864
C 9.124 8.008 11.065
C 8.941 7.043 12.071
C 9.920 6.996 13.091
C 11.071 7.855 13.172
C 11.229 8.771 12.159
C 10.250 8.852 11.141
H 15.133 9.557 6.443
H 14.667 7.971 8.289
H 12.580 8.064 9.595
H 11.294 11.371 7.213
H 13.322 11.177 5.833
H 8.247 10.224 7.195
H 6.122 9.023 6.887
H 5.401 7.283 8.350
H 6.761 6.696 10.305
H 8.110 6.418 12.085
H 9.856 6.168 13.822
H 11.788 7.736 13.980
H 12.054 9.457 12.122
```

Values from the calculation:
HOMO energy in eV: -12.99
Energy relative to the best compared isomer or geometry (same formula, charge and spin) in kcal/mol: 0.0
Electronic energy in eV: -130925.62878
Orbital gap in eV: 7.7
M in g mol⁻¹: 920.55
Net charge: +2



# 6
Formula: C33H28F6I2N3O6PS4Zn
Source: OMol25
Level of theory: the ωB97M-V functional and the def2-TZVPD basis

XYZ file:
```
84
Properties=species:S:1:pos:R:3
Zn -1.035 -1.187 -0.431
I 2.236 -1.576 -2.226
C 3.302 -0.663 -0.680
C 4.273 -1.410 -0.076
C 5.255 -0.790 0.724
C 5.317 0.570 0.768
C 4.331 1.361 0.128
C 4.482 2.769 0.051
C 3.556 3.529 -0.596
C 2.351 2.930 -1.018
C 2.126 1.581 -0.901
P 0.332 1.110 -0.826
C -0.263 2.047 -2.285
C 0.398 1.829 -3.495
C 0.000 2.485 -4.646
C -1.070 3.371 -4.607
C -1.729 3.595 -3.410
C -1.328 2.937 -2.253
C -0.194 2.125 0.629
C -1.555 2.251 0.908
C -1.997 2.948 2.022
C -1.087 3.512 2.900
C 0.271 3.370 2.654
C 0.714 2.687 1.530
C 3.209 0.744 -0.483
H 4.335 -2.473 -0.267
H 6.002 -1.396 1.219
H 6.132 1.070 1.276
H 5.365 3.219 0.487
H 3.691 4.597 -0.706
H 1.545 3.574 -1.349
H 1.237 1.144 -3.536
H 0.522 2.303 -5.576
H -1.383 3.884 -5.507
H -2.558 4.290 -3.366
H -1.850 3.141 -1.330
H -2.288 1.769 0.276
H -3.060 3.022 2.212
H -1.430 4.042 3.779
H 0.996 3.792 3.339
H 1.778 2.584 1.381
I 0.259 -6.965 -0.003
C -0.183 -5.355 -1.244
C -0.166 -5.483 -2.623
C -0.478 -4.370 -3.384
C -0.768 -3.176 -2.749
N -0.764 -3.054 -1.418
C -0.494 -4.132 -0.676
H 0.078 -6.428 -3.090
H -0.495 -4.419 -4.464
H -1.019 -2.281 -3.301
H -0.542 -4.003 0.393
F -4.037 -0.022 2.784
C -3.850 -1.332 2.632
F -4.276 -1.961 3.720
F -4.564 -1.751 1.596
S -2.027 -1.675 2.338
O -2.041 -2.601 1.214
O -1.454 -0.386 1.952
N -1.510 -2.298 3.628
S -0.407 -1.684 4.684
O 2.032 -1.361 2.529
O -0.254 -2.666 5.752
C -1.439 -0.303 5.464
F -1.205 0.826 4.773
F -1.033 -0.115 6.718
F -2.748 -0.527 5.467
C -4.695 1.306 -4.081
O -4.346 0.883 -2.761
C -3.253 0.136 -2.592
S -2.258 -0.270 -3.847
S -3.134 -0.299 -0.923
H -5.599 1.896 -3.957
H -4.880 0.444 -4.720
H -3.893 1.903 -4.512
C 1.949 -3.618 1.916
C 1.519 -2.209 1.659
N 1.649 0.002 2.286
O 0.757 -1.878 0.770
H 2.788 -3.659 2.605
H 2.199 -4.091 0.968
H 1.104 -4.157 2.352
H 1.924 0.440 3.161
H 0.624 0.005 2.272
```

Values from the calculation:
HOMO energy in eV: -8.14
Energy relative to the best compared isomer or geometry (same formula, charge and spin) in kcal/mol: 55.9
Electronic energy in eV: -184984.18393
Orbital gap in eV: 7.8
M in g mol⁻¹: 1155.03
Net charge: 0



# 7
Formula: C4H8F4N2O
Source: OMol25
Level of theory: the ωB97M-V functional and the def2-TZVPD basis

XYZ file:
```
19
Properties=species:S:1:pos:R:3
C 2.155 -1.829 -0.410
C 1.274 -0.733 0.101
C -0.714 1.330 0.507
C -3.411 -0.123 -0.010
N -0.004 -0.750 -0.095
N -1.009 0.096 0.027
O -3.674 1.009 0.187
F 0.137 2.043 -0.361
F -3.193 -1.063 0.949
F -3.407 -0.706 -1.161
F 2.650 2.298 -0.078
H 1.508 -2.717 -0.551
H 2.895 -1.597 -1.181
H 2.798 -2.262 0.473
H 2.509 2.963 -0.681
H 1.577 0.246 0.530
H -0.204 1.396 1.430
H -1.464 2.065 0.727
H -0.423 -1.667 -0.403
```

Values from the calculation:
HOMO energy in eV: -8.31
Energy relative to the best compared isomer or geometry (same formula, charge and spin) in kcal/mol: 24.7
Electronic energy in eV: -20172.73388
Orbital gap in eV: 9.0
M in g mol⁻¹: 176.11
Net charge: 0



# 8
Formula: C4H12N3
Source: OMol25
Level of theory: the ωB97M-V functional and the def2-TZVPD basis

XYZ file:
```
19
Properties=species:S:1:pos:R:3
C 0.022 1.588 -1.056
C -0.531 0.178 -1.283
C -1.406 -0.160 -0.012
N 1.557 -1.233 0.461
C 0.361 -1.161 1.401
N -0.958 -1.224 0.879
N 0.869 1.677 0.036
H 0.556 1.859 -2.001
H -0.843 2.277 -1.031
H 0.108 -0.708 -1.301
H -1.128 0.093 -2.193
H -2.431 -0.319 -0.345
H -1.463 0.674 0.697
H 2.395 -1.600 0.887
H 0.532 -1.976 2.101
H -1.147 -2.182 0.610
H 0.550 -0.174 1.887
H 1.234 2.640 0.068
H 1.723 -0.249 0.196
```

Values from the calculation:
HOMO energy in eV: -13.41
Energy relative to the best compared isomer or geometry (same formula, charge and spin) in kcal/mol: 164.3
Electronic energy in eV: -8800.61109
Orbital gap in eV: 4.7
M in g mol⁻¹: 102.16
Net charge: +1